[1]
ORCA calculation (wB97M-V/def2-TZVPD) on one molecule with the formula C2HPS2.

Summary:
- Frontier orbital gap: 6.63 eV
- Relative energy (zero: lowest compared OMol25 entry of this formula, charge and spin): 1.549 eV
- Energy: -1214.4244 Eh
- Net charge: 0
- Spin multiplicity: 1

Each line ends with the Mulliken charge.
Atoms and positions in Å:
C (0.639, -0.187, -0.011)  -0.19
C (0.993, -1.426, -0.020)  0.08
P (3.705, 0.889, 0.017)  0.03
S (1.839, 1.332, -0.022)  -0.03
S (1.861, -2.746, 0.000)  -0.25
H (-0.223, 0.342, 0.199)  0.35

=====

[2]
ORCA calculation (wB97M-V/def2-TZVPD) on C21H33F3KN6O4S4 as an isolated structure.

Summary:
- Frontier orbital gap: 6.74 eV
- Relative energy (zero: lowest compared OMol25 entry of this formula, charge and spin): 0.330 eV
- Energy: -3941.9600 Eh
- Net charge: -1
- Spin multiplicity: 1

Each line ends with the Mulliken charge.
Atoms and positions in Å:
K (-1.238, -0.152, 0.186)  0.64
C (-0.276, -4.532, -2.238)  -0.77
C (-1.771, -4.245, -2.139)  -0.68
S (-2.377, -3.144, -0.833)  0.04
C (-2.578, -4.227, 0.603)  -0.81
C (-1.319, -4.535, 1.409)  -0.44
S (-0.721, -3.059, 2.295)  0.14
C (1.026, -3.526, 2.474)  -0.67
C (1.955, -2.312, 2.547)  -0.97
S (1.778, -0.991, 1.317)  0.07
C (2.136, -1.771, -0.285)  -0.06
C (1.212, -2.939, -0.613)  0.04
S (0.788, -3.062, -2.379)  -0.04
H (-0.099, -5.129, -3.136)  0.43
H (0.081, -5.125, -1.395)  0.24
H (-2.330, -5.183, -2.081)  0.39
H (-2.094, -3.731, -3.046)  0.37
H (-3.038, -5.159, 0.265)  0.47
H (-3.290, -3.701, 1.242)  0.38
H (-0.521, -4.892, 0.755)  0.01
H (-1.538, -5.323, 2.133)  0.50
H (1.305, -4.171, 1.643)  0.25
H (1.155, -4.106, 3.391)  0.51
H (2.993, -2.654, 2.541)  0.44
H (1.799, -1.785, 3.490)  0.44
H (3.185, -2.068, -0.328)  0.44
H (1.993, -0.951, -0.997)  -0.22
H (0.275, -2.839, -0.069)  -0.58
H (1.675, -3.887, -0.336)  0.49
C (4.198, -0.870, -3.569)  -1.18
C (3.150, 0.184, -3.675)  0.12
N (2.094, 0.283, -2.905)  -0.11
C (1.408, 1.399, -3.335)  0.14
C (2.077, 1.965, -4.392)  0.15
N (3.184, 1.185, -4.585)  -0.05
C (1.874, 3.141, -5.282)  0.56
O (0.818, 3.856, -5.064)  -0.61
O (2.706, 3.360, -6.151)  -0.71
C (0.116, 1.838, -2.707)  0.41
O (-0.441, 2.862, -3.212)  -0.90
O (-0.328, 1.179, -1.758)  -0.47
H (3.764, -1.756, -3.108)  0.19
H (5.035, -0.534, -2.953)  0.23
H (4.587, -1.145, -4.550)  0.41
H (3.857, 1.381, -5.310)  0.21
H (0.236, 3.434, -4.239)  0.45
C (-2.447, 2.816, 1.670)  -0.66
N (-2.554, 4.103, 2.370)  0.00
C (-1.764, 5.089, 1.628)  -0.65
N (-0.356, 4.705, 1.505)  0.13
C (-0.300, 3.407, 0.820)  -1.08
N (-1.050, 2.377, 1.548)  0.79
C (-0.492, 2.255, 2.899)  -0.82
N (-0.549, 3.526, 3.632)  0.02
C (-1.954, 3.942, 3.696)  -0.71
C (0.183, 4.530, 2.854)  -0.69
H (-2.870, 2.925, 0.669)  0.28
H (-3.010, 2.054, 2.212)  0.21
H (-1.823, 6.050, 2.146)  0.34
H (-2.187, 5.201, 0.628)  0.34
H (0.742, 3.092, 0.735)  0.22
H (-0.710, 3.502, -0.187)  0.39
H (0.551, 1.938, 2.820)  0.29
H (-1.056, 1.495, 3.441)  0.22
H (-2.015, 4.894, 4.231)  0.34
H (-2.520, 3.189, 4.248)  0.37
H (1.229, 4.223, 2.779)  0.34
H (0.135, 5.487, 3.380)  0.34
F (-3.900, -1.395, 3.687)  -0.30
C (-3.361, -1.265, 2.411)  -0.04
F (-2.209, -0.417, 2.712)  -0.27
F (-4.214, -0.287, 1.845)  -0.29

=====

[3]
ORCA calculation (wB97M-V/def2-TZVPD) on a 2-piece molecular cluster, C4H3N2 overall.

Summary:
- Frontier orbital gap (alpha / beta): 8.47 / 7.79 eV
- Relative energy (zero: lowest compared OMol25 entry of this formula, charge and spin): 4.846 eV
- Energy: -263.1416 Eh
- Net charge: +1
- Spin multiplicity: 1

Each line ends with the Mulliken charge.
Atoms and positions in Å:
C (-3.810, 0.651, -0.087)  0.18
C (-0.610, -1.614, -0.074)  -0.65
C (0.224, -0.738, -0.001)  0.73
C (2.022, 0.888, 0.037)  -0.02
N (-2.764, 0.234, 0.073)  -0.19
N (1.040, 0.186, -0.144)  -0.03
H (-1.294, -2.339, 0.174)  0.44
H (2.077, 2.060, -0.118)  0.25
H (3.116, 0.672, 0.139)  0.28

=====

Summary of F_max in eV Å⁻¹
2.057, 0.281, 5.589
(order as listed above)